# 1
Below is a cluster of 2 separate species, C9H14O in total at a distorted geometry, with properties calculated with wB97M-V/def2-TZVPD.

XYZ file:
```
24
Properties=species:S:1:pos:R:3:forces:R:3:nbo_charge:R:1
C -1.120 1.906 0.048 -1.29 0.55 -0.36 -0.69
C 0.457 -0.366 2.567 0.15 -0.72 -0.93 -0.18
C 1.784 -0.278 2.098 1.17 0.07 0.53 0.45
C -0.500 0.346 1.899 0.27 -0.55 1.20 -0.18
C -0.118 1.190 0.845 0.26 1.39 0.17 0.18
C 2.234 0.703 1.175 -0.65 -0.59 -0.20 -0.24
C 1.276 1.481 0.606 0.29 -0.57 -0.07 -0.14
O 2.634 -1.107 2.668 -1.11 -0.08 0.08 -0.54
H 0.347 -1.210 3.235 -0.72 0.41 0.46 0.27
H -1.516 0.276 2.264 -0.20 -0.01 -0.53 0.26
H 3.277 0.655 0.894 0.09 0.62 -0.01 0.25
H 3.499 -1.073 2.272 0.93 0.08 -0.27 0.51
H -2.159 1.610 0.212 0.24 -0.64 0.06 0.25
H -0.925 1.843 -1.024 0.17 0.06 0.02 0.26
H 1.588 2.269 -0.066 -0.35 -0.04 -0.22 0.26
H -1.216 2.975 0.292 0.75 0.00 0.03 0.28
C -0.499 -1.742 -2.432 -0.51 0.08 -0.63 -0.62
C -1.906 -1.090 -2.562 0.69 -0.01 0.74 -0.61
H 0.198 -0.993 -2.062 0.32 -0.08 -0.16 0.18
H -0.425 -2.611 -1.780 -0.35 0.06 0.12 0.21
H -0.202 -2.092 -3.420 0.41 0.13 0.09 0.22
H -2.297 -1.066 -3.574 0.01 -0.29 -0.06 0.22
H -1.798 -0.046 -2.263 -0.35 0.01 0.06 0.18
H -2.611 -1.579 -1.893 -0.22 0.12 -0.14 0.21
```
Positions in Å, forces in eV/Å.

Calculated total energy (a.u.): -426.25732
ΔE to the lowest compared entry with this formula, charge and spin (kJ/mol): 49.7
2S+1: 2
Net charge: +1


# 2
Below is a structure of composition C22H27N9O4OsSSe at a distorted geometry, with properties calculated with wB97M-V/def2-TZVPD.

XYZ file:
```
65
Properties=species:S:1:pos:R:3:forces:R:3:nbo_charge:R:1
Os -0.520 -0.694 0.471 -0.92 0.71 -0.03 1.43
N 6.857 -3.834 -1.250 -0.12 0.30 -0.11 -0.56
C 5.825 -3.013 -1.096 0.19 -0.26 0.02 0.24
C 4.770 -3.010 -2.056 -0.24 0.06 -0.23 -0.17
C 3.712 -2.159 -1.896 0.05 -0.10 -0.19 -0.20
C 3.681 -1.301 -0.788 -0.02 -0.07 0.11 -0.10
C 4.700 -1.294 0.176 0.35 0.03 0.06 -0.21
C 5.760 -2.144 0.032 -0.05 0.24 0.23 -0.16
S 2.281 -0.224 -0.599 -1.35 0.19 0.35 2.30
O 2.710 1.129 -0.497 0.59 -0.20 0.07 -0.87
O 1.334 -0.594 -1.631 0.48 -0.04 0.01 -0.95
N 1.500 -0.758 0.747 1.03 -0.07 -1.18 -0.97
C 1.741 -0.397 2.046 0.29 0.32 1.43 0.55
N 0.610 -0.421 2.774 0.06 -0.13 -0.68 -0.51
C 0.710 -0.219 4.080 0.07 0.11 0.16 0.12
C 1.938 0.026 4.679 0.00 0.00 -0.12 -0.31
C 3.032 0.098 3.832 -0.09 0.02 0.18 0.11
N 2.945 -0.118 2.521 0.04 -0.12 -0.47 -0.50
H 6.941 -4.405 -2.083 0.04 -0.05 0.11 0.43
H 7.641 -3.814 -0.609 -0.04 -0.08 -0.04 0.43
H 4.818 -3.675 -2.910 0.02 0.00 0.02 0.25
H 2.902 -2.125 -2.613 0.02 -0.03 0.02 0.28
H 4.633 -0.617 1.021 -0.03 -0.04 -0.02 0.29
H 6.559 -2.159 0.762 0.01 0.00 -0.02 0.25
H -0.212 -0.234 4.647 0.01 -0.05 0.01 0.23
H 2.030 0.159 5.745 0.00 0.07 -0.01 0.25
H 4.021 0.333 4.207 -0.03 -0.01 0.05 0.22
C -2.021 1.125 -2.008 -0.18 0.10 -0.20 -0.41
N -1.739 2.294 -1.195 0.21 -0.26 0.26 -0.45
C -2.813 3.278 -1.170 -0.16 0.15 -0.09 -0.41
C -0.685 2.355 -0.339 -0.56 0.26 -0.10 0.84
O -0.224 1.360 0.308 0.28 -0.48 -0.03 -0.73
N -0.128 3.549 -0.117 0.15 -0.12 0.09 -0.39
C -0.215 4.656 -1.058 0.09 0.19 -0.06 -0.41
C 0.852 3.718 0.949 0.06 0.01 0.04 -0.41
H -2.182 1.454 -3.037 0.02 -0.02 0.01 0.22
H -2.924 0.604 -1.677 0.11 0.07 -0.06 0.20
H -1.179 0.444 -2.012 0.18 -0.13 0.02 0.21
H -3.733 2.791 -0.838 0.05 0.00 0.00 0.22
H -2.989 3.688 -2.167 0.06 0.03 0.02 0.21
H -2.589 4.090 -0.485 -0.02 -0.07 0.00 0.22
H -0.677 4.343 -1.989 0.03 -0.03 0.03 0.23
H 0.795 5.004 -1.275 0.00 -0.02 0.02 0.22
H -0.778 5.490 -0.637 -0.01 -0.02 -0.01 0.21
H 0.758 2.914 1.670 -0.04 0.03 0.03 0.23
H 0.683 4.675 1.441 -0.01 0.00 -0.02 0.22
H 1.864 3.700 0.539 -0.03 0.00 -0.01 0.22
N -0.514 -7.874 0.185 0.07 -0.17 -0.15 -0.80
C -1.054 -6.920 -0.604 -0.08 0.06 0.08 0.63
O -1.593 -7.129 -1.667 -0.01 0.01 0.09 -0.55
C -0.943 -5.496 -0.112 0.08 0.18 -0.10 -0.03
C 0.248 -4.940 0.333 -0.09 -0.10 0.05 -0.23
C 0.312 -3.585 0.588 0.02 -0.09 0.15 0.05
N -0.745 -2.767 0.451 0.14 -0.40 -0.13 -0.47
C -1.914 -3.321 0.071 -0.17 -0.04 -0.05 0.07
C -2.042 -4.657 -0.235 0.08 -0.17 0.05 -0.20
H -0.620 -8.831 -0.115 0.04 0.00 0.03 0.43
H -0.138 -7.699 1.098 -0.09 0.08 0.05 0.40
H 1.132 -5.551 0.459 0.03 0.06 -0.02 0.24
H 1.236 -3.128 0.908 0.00 0.05 -0.01 0.22
H -2.767 -2.665 -0.002 0.07 0.07 -0.03 0.23
H -2.986 -5.052 -0.584 -0.02 0.06 -0.01 0.27
Se -5.014 0.752 1.044 -0.03 -0.02 0.01 0.19
C -3.463 0.080 0.771 0.09 -0.11 0.04 0.12
N -2.388 -0.396 0.553 -0.73 0.03 0.27 -0.69
```
Positions in Å, forces in eV/Å.

Calculated total energy (a.u.): -4538.05042
ΔE to the lowest compared entry with this formula, charge and spin (kJ/mol): 56.5
2S+1: 5
Net charge: +2


# 3
Below is a cluster of 2 separate species, CH6ClN2S in total at a distorted geometry, with properties calculated with wB97M-V/def2-TZVPD.

XYZ file:
```
11
Properties=species:S:1:pos:R:3:forces:R:3:nbo_charge:R:1
C 1.631 1.037 0.566 2.09 -3.28 -1.48 0.14
N -1.148 -0.948 -0.001 1.39 -0.52 1.19 -1.01
N 1.466 -0.086 -0.079 1.04 0.50 -1.03 -0.60
S -2.471 -0.064 -0.298 1.65 0.71 -0.65 0.74
Cl -1.285 -1.946 1.444 -0.12 0.54 -0.42 0.09
H 2.675 1.278 0.859 -0.94 0.25 -0.34 0.24
H 0.808 1.652 0.774 -1.12 0.57 0.67 0.22
H -2.740 -0.765 -1.393 -1.09 0.49 -1.01 0.12
H 2.284 -0.608 -0.553 -1.33 1.08 1.69 0.45
H 0.495 -0.511 -0.341 0.06 0.70 0.83 0.47
H -1.714 0.961 -0.978 -1.61 -1.04 0.56 0.14
```
Positions in Å, forces in eV/Å.

Calculated total energy (a.u.): -1009.17558
ΔE to the lowest compared entry with this formula, charge and spin (kJ/mol): 183.8
Net charge: +1